a | A structure of composition C6H5NO, computed with ωB97M-V/def2-TZVPD.

```
! wB97M-V def2-TZVPD RIJCOSX def2/J DEFGRID3
* xyz 0 1
C -0.3199 0.8819 -0.1172
C -1.5954 0.5176 0.2142
C -0.5101 -1.3161 -0.4006
C 0.3912 -0.3395 -0.4048
C 1.6988 -0.3764 -0.3239
C 2.8544 -0.1898 0.1336
H 0.8994 2.4273 0.3822
H -2.6001 1.0466 0.2572
H -2.4768 -1.5035 -0.0047
H -0.2608 -2.2736 0.0134
H 3.8348 -0.3539 0.6058
N -1.7873 -0.8463 -0.0062
O -0.1281 2.3255 -0.3489
*
```

Properties
LUMO energy ... 0.596 eV
Frontier orbital gap ... 9.1 eV

***

b | An isolated molecule of C6H5NO, computed with ωB97M-V/def2-TZVPD.

```
! wB97M-V def2-TZVPD RIJCOSX def2/J DEFGRID3
* xyz 0 1
C -1.5243 0.5605 -0.2516
C -0.1615 0.3074 0.2356
C 0.1432 -0.8584 1.0110
C 0.1529 -1.8384 1.8095
C 0.7432 0.2351 -0.9928
C 2.2265 0.1142 -0.8408
H -2.2101 0.6334 0.6309
H -1.4679 1.6399 -0.6523
H -2.0936 -0.2555 -0.9952
H 0.1178 1.2770 0.7553
H 0.3375 -2.6459 2.4355
N 3.4209 0.4479 -1.0697
O 0.3155 0.3828 -2.0754
*
```

Properties
LUMO energy ... -0.524 eV
Frontier orbital gap ... 9.9 eV
SMILES ... C#C[C@H](C)C(=O)C#N

***

Which of them is most stable? Easy: b.

***

a | An isolated molecule of C6H5NO, computed with ωB97M-V/def2-TZVPD.

```
! wB97M-V def2-TZVPD RIJCOSX def2/J DEFGRID3
* xyz 0 1
C -0.1260 1.9387 2.0996
C -0.0620 0.9861 1.1696
C 0.2974 -1.1177 0.3419
C -0.0159 -0.1888 -0.7700
C -0.0587 1.0304 -0.3000
C -0.2340 -0.7635 -2.0240
H -0.2406 3.1553 1.8983
H 0.1662 1.7280 3.0831
H -0.6095 -1.7295 0.4176
H 1.3185 -1.7754 0.4838
H -0.6392 1.8277 -0.7349
N -0.2791 -1.6991 -2.8143
O 0.3942 -0.3279 1.4312
*
```

Properties
LUMO energy ... -0.482 eV
Frontier orbital gap ... 8.5 eV
SMILES ... C=C1C=C(C#N)CO1

***

b | An isolated molecule of C6H5NO, computed with ωB97M-V/def2-TZVPD.

```
! wB97M-V def2-TZVPD RIJCOSX def2/J DEFGRID3
* xyz 0 1
C -1.5296 -0.1143 0.0377
C -1.0402 1.4438 0.1206
C 0.4060 0.8798 0.2890
C 1.8482 0.8343 -0.4171
C 2.1047 -0.5634 -0.3137
C 0.9272 -1.2690 0.3225
H -1.4433 1.8805 -0.7179
H -1.5338 1.7225 1.1521
H 2.6983 1.5898 -0.5860
H 3.0723 -0.9507 -0.5469
H 0.7012 -2.3712 0.6955
N -0.0775 -0.3434 0.6217
O -2.4062 -0.8419 -0.5730
*
```

Properties
LUMO energy ... 0.309 eV
Frontier orbital gap ... 8.3 eV
SMILES ... O=C1Cc2cccn21

***

c | An isolated molecule of C6H5NO, computed with ωB97M-V/def2-TZVPD.

```
! wB97M-V def2-TZVPD RIJCOSX def2/J DEFGRID3
* xyz 0 1
C 2.9411 -0.6251 -0.3427
C 1.7530 -0.1087 -0.1482
C 0.3346 -0.0971 0.1857
C -0.3600 0.9716 0.8503
C -0.7609 0.6068 -0.6275
C -1.7926 -0.4659 -0.7373
H 3.9407 -1.2078 -0.3028
H -0.9131 0.4409 1.7178
H 0.1349 1.8524 0.9039
H -0.4618 1.6315 -1.2882
H -3.0301 -0.3119 -0.8901
N -1.5758 -1.3403 0.1327
O -0.2100 -1.3463 0.5464
*
```

Properties
LUMO energy ... 0.834 eV
Frontier orbital gap ... 10.4 eV
SMILES ... C#C[C@@]12C[C@@H]1C=NO2

***

Which of them is most stable? Easy: a.